17
Properties=species:S:1:pos:R:3 method="wB97M-V/def2-TZVPD" de_lowest_kcal_mol=3.6 homo_lumo_gap_ev=8.9 e_homo_ev=-8.1
N -0.05 -0.77 1.39
C 1.09 -1.00 0.85
N 2.11 -1.76 1.40
N 1.39 -0.43 -0.35
H -0.13 -1.31 2.23
H 1.88 -2.22 2.26
H 2.68 -2.28 0.76
H 2.23 -0.63 -0.86
H 0.64 -0.03 -0.89
C -1.55 1.28 -2.31
C -1.32 1.72 -1.07
N -1.90 1.23 0.10
H -2.30 0.51 -2.49
H -1.02 1.69 -3.16
H -0.59 2.51 -0.92
H -2.16 0.26 -0.03
H -1.23 1.21 0.85